C29H74F6O14P | ωB97M-V with the def2-TZVPD basis set

Summary:
HOMO energy = -6.88 eV
total charge = -1
LUMO = 2.28 eV
gap between HOMO and LUMO = 0.337 Eh
strongest force on any atom = 1.33 eV/A

Geometry (Å):
P1 -0.3633 0.0422 -0.1026
F1 0.7649 -0.5004 -1.1214
F2 0.8275 0.7629 0.7744
F3 -0.5505 1.3522 -1.0364
F4 -1.3927 0.6433 0.9897
F5 -1.5615 -0.6875 -0.8965
F6 -0.1617 -1.3005 0.7858
C1 3.5127 3.4045 0.1855
C2 4.7281 4.3332 0.2451
C3 4.8957 4.6381 1.7372
O1 4.0912 3.7109 2.4554
C4 2.9998 3.3139 1.6251
H1 3.8034 2.3911 -0.0936
H2 2.7171 3.7412 -0.4765
H3 4.4702 5.2563 -0.2774
H4 5.5886 3.8775 -0.2397
H5 4.5105 5.6486 1.9169
H6 5.9120 4.5154 2.1053
H7 2.1705 4.0149 1.8051
H8 2.6381 2.3278 1.9091
C5 4.9924 -2.9472 0.0566
C6 3.8158 -2.8209 -0.9264
C7 2.5785 -3.2860 -0.1370
O2 3.0679 -3.7647 1.1231
C8 4.2986 -3.0960 1.3924
H9 5.6148 -2.0505 0.0537
H10 5.5907 -3.8310 -0.1585
H11 4.0276 -3.4659 -1.7786
H12 3.6613 -1.7947 -1.2529
H13 2.0516 -4.0716 -0.6751
H14 1.8816 -2.4698 0.0696
H15 4.8818 -3.6458 2.1319
H16 4.0100 -2.1427 1.8528
C9 -1.1018 4.5967 -0.8743
C10 -1.0045 6.0481 -0.4026
C11 -0.4970 5.9314 1.0236
O3 -1.0258 4.6827 1.4771
C12 -0.9150 3.7616 0.3961
H17 -0.2868 4.3234 -1.5518
H18 -2.0277 4.3752 -1.4032
H19 -1.9806 6.5345 -0.4416
H20 -0.3582 6.5749 -1.1087
H21 -0.8118 6.7512 1.6624
H22 0.5981 5.8710 1.0278
H23 -1.6815 2.9906 0.4216
H24 0.0308 3.2173 0.4430
C13 2.0026 -0.9370 3.2886
O4 0.8859 -0.1299 3.5234
H25 2.7606 -0.7379 4.0472
H26 1.8012 -2.0085 3.2486
H27 2.4641 -0.6743 2.3306
H28 0.5117 0.2057 2.7009
C14 -1.2195 1.5944 -4.3400
O5 -1.8778 1.5176 -5.6035
H29 -1.7489 2.1776 -3.5801
H30 -1.1279 0.5804 -3.9501
H31 -0.2136 1.9957 -4.5034
H32 -1.8803 2.4073 -5.9684
C15 -0.8095 -2.8644 -2.9469
O6 -0.4070 -3.3640 -1.6753
H33 -0.5147 -3.5374 -3.7492
H34 -1.8831 -2.6674 -2.9512
H35 -0.2755 -1.9237 -3.1174
H36 -0.3444 -2.6006 -1.0877
C16 -3.4320 -1.6157 1.7508
O7 -4.0200 -2.1171 2.9423
H37 -3.7750 -2.1085 0.8446
H38 -3.6405 -0.5500 1.6162
H39 -2.3460 -1.7012 1.7921
H40 -3.6590 -1.5811 3.6525
C17 -0.9434 2.4446 4.2829
O8 -1.0101 2.4577 5.6988
H41 -1.2342 1.4825 3.8581
H42 -1.5525 3.2163 3.8066
H43 0.0798 2.6226 3.9309
H44 -1.4298 3.2738 5.9707
C18 -10.0143 -0.8646 -0.6024
O9 -8.6678 -0.5660 -0.8212
C19 -8.2373 -0.7442 -2.1412
C20 -6.8400 -0.2140 -2.3209
O10 -5.9001 -1.0055 -1.6298
C21 -4.5891 -0.4919 -1.7821
H45 -10.7582 -0.1460 -0.9580
H46 -10.1781 -0.9756 0.4715
H47 -10.2030 -1.8726 -1.0007
H48 -8.8291 -0.1259 -2.8398
H49 -8.4066 -1.7781 -2.4629
H50 -6.7474 0.8275 -1.9798
H51 -6.5791 -0.1434 -3.3881
H52 -4.2758 -0.5209 -2.8343
H53 -3.9258 -1.1730 -1.2592
H54 -4.5221 0.5297 -1.3999
C22 -0.9144 -3.7084 4.6293
O11 -1.3485 -4.2057 3.3920
C23 -0.2934 -4.6933 2.5887
C24 -0.8319 -4.9021 1.1927
O12 -1.6399 -6.0392 1.1020
C25 -2.1362 -6.2794 -0.1880
H55 -0.3105 -2.8057 4.5105
H56 -0.2776 -4.4561 5.1346
H57 -1.7614 -3.5377 5.2906
H58 0.1452 -5.5850 3.0520
H59 0.5282 -3.9722 2.4946
H60 0.0048 -4.9661 0.4806
H61 -1.3849 -3.9910 0.9293
H62 -2.4230 -5.3389 -0.6742
H63 -3.0424 -6.8847 -0.1707
H64 -1.3573 -6.7857 -0.7708
C26 7.4561 1.1916 -1.9297
O13 6.0691 1.2546 -1.7142
C27 5.3959 0.1962 -2.3511
C28 3.8875 0.3126 -2.2391
O14 3.5042 1.5651 -2.7290
C29 2.1232 1.8042 -2.5956
H65 7.6909 1.3486 -2.9885
H66 7.8245 0.2279 -1.5565
H67 7.9418 1.9902 -1.3710
H68 5.7906 -0.7384 -1.9370
H69 5.5861 0.2214 -3.4358
H70 3.6199 0.2161 -1.1769
H71 3.3800 -0.4911 -2.7801
H72 1.5620 0.9962 -3.0711
H73 1.9031 2.7326 -3.1280
H74 1.8098 1.9730 -1.5648

Atoms 1-6, force components in eV/Å:
0.22 0.46 0.83
-0.16 -0.26 -0.34
0.08 0.12 -0.45
0.07 -0.09 0.11
-0.22 -0.21 -0.28
0.16 -0.02 -0.15

C29H77FeO10 | ωB97M-V with the def2-TZVPD basis set

Summary:
relative energy (zero: lowest compared OMol25 entry of this formula, charge and spin) = 76.0 kcal/mol
HOMO energy (alpha / beta) = -12.98 / -12.98 eV
total charge = +2
LUMO (alpha / beta) = -7.55 / -10.51 eV
spin multiplicity = 6
gap between HOMO and LUMO (alpha / beta) = 0.200 / 0.091 Eh
strongest force on any atom = 2.49 eV/A

Geometry (Å):
Fe1 4.1785 1.5709 0.3661
C1 0.6241 -0.5672 -0.7673
C2 1.1383 0.8724 -0.6579
O1 2.4672 0.9237 -0.2756
H1 1.1758 -1.1844 -1.4767
H2 -0.4054 -0.5868 -1.1372
H3 0.6142 -1.0515 0.2099
H4 0.5277 1.4276 0.0743
H5 0.8911 1.4216 -1.5774
C3 6.4270 -1.6664 -0.5173
C4 4.9757 -1.3826 -0.2163
C5 4.2583 -2.5749 0.3999
O2 4.9426 -0.2689 0.7205
H6 6.9558 -0.8405 -0.9912
H7 6.5331 -2.5256 -1.1846
H8 6.9447 -1.9936 0.3901
H9 4.4801 -1.1908 -1.1696
H10 4.3522 -3.4283 -0.2739
H11 3.1830 -2.3833 0.3742
H12 4.6008 -2.8488 1.3975
H13 5.0807 -0.6383 1.6043
C6 1.7302 4.5253 0.1149
C7 2.9667 4.2659 -0.7289
C8 3.6048 5.5234 -1.3177
O3 3.9506 3.6255 0.1514
H14 2.0200 5.1741 0.9468
H15 1.3370 3.6195 0.5797
H16 0.9519 5.0295 -0.4522
H17 2.7348 3.6347 -1.5862
H18 3.9656 6.1967 -0.5373
H19 2.9239 6.0065 -2.0131
H20 4.4708 5.1852 -1.8923
H21 4.5044 4.3353 0.5063
C9 -2.1467 -2.4230 1.8456
C10 -3.0565 -3.6161 2.0645
C11 -3.4802 -3.8231 3.5075
O4 -4.2170 -3.5006 1.2123
H22 -2.5448 -1.4604 2.1827
H23 -1.8204 -2.2879 0.8138
H24 -1.2501 -2.5900 2.4506
H25 -2.5690 -4.5498 1.7694
H26 -2.6487 -4.1484 4.1301
H27 -4.3095 -4.5287 3.5511
H28 -3.8861 -2.8975 3.9373
H29 -4.8534 -2.9984 1.7410
C12 0.1494 -1.6521 4.7587
C13 1.2231 -2.5538 4.1001
C14 2.3717 -1.7541 3.5103
O5 1.7653 -3.4067 5.0912
H30 0.5292 -1.2181 5.6806
H31 -0.7380 -2.2702 4.9046
H32 -0.0976 -0.8301 4.0781
H33 0.7391 -3.1460 3.3109
H34 2.0919 -1.1856 2.6221
H35 3.0817 -2.5262 3.2005
H36 2.8514 -1.1244 4.2600
H37 1.0433 -3.9305 5.4569
C15 -2.9462 3.5804 1.9047
C16 -1.9903 2.4205 2.1244
C17 -0.8952 2.8082 3.1010
O6 -2.7286 1.2832 2.6373
H38 -3.5721 3.7649 2.7792
H39 -3.6260 3.4314 1.0594
H40 -2.4050 4.4921 1.6450
H41 -1.6037 2.0983 1.1548
H42 -0.3673 3.6954 2.7474
H43 -0.1557 2.0181 3.2361
H44 -1.3201 3.0707 4.0726
H45 -2.9244 1.4611 3.5676
C18 1.7315 0.2748 -4.5338
C19 0.5425 -0.4005 -5.2131
C20 -0.4075 -1.1161 -4.2885
O7 -0.1874 0.5109 -6.0173
H46 2.5222 0.6164 -5.1975
H47 2.1559 -0.4111 -3.7898
H48 1.4165 1.0994 -3.8812
H49 0.9674 -1.1789 -5.8638
H50 0.1328 -1.8855 -3.7351
H51 -1.1353 -1.6180 -4.9260
H52 -0.8933 -0.4422 -3.5782
H53 0.4061 1.1192 -6.4647
C21 -3.0766 0.1756 -0.7781
C22 -4.4946 0.6407 -0.3952
C23 -5.6423 -0.0225 -1.1456
O8 -4.7154 0.4230 0.9467
H54 -2.8876 0.1082 -1.8482
H55 -3.0751 -0.8507 -0.4004
H56 -2.3063 0.8104 -0.3457
H57 -4.4987 1.7377 -0.6212
H58 -5.7505 -1.0319 -0.7414
H59 -5.4495 -0.0874 -2.2128
H60 -6.5943 0.4693 -0.9496
H61 -3.9232 0.7551 1.4826
C24 -1.6317 2.5862 -2.6830
C25 -1.7143 3.7446 -1.6942
C26 -0.9751 4.9673 -2.2388
O9 -3.0692 4.1458 -1.4481
H62 -0.6149 2.2123 -2.8030
H63 -1.9903 2.8307 -3.6845
H64 -2.2697 1.7781 -2.3117
H65 -1.2713 3.5329 -0.7167
H66 -0.9602 5.7971 -1.5247
H67 -1.5046 5.4122 -3.0826
H68 0.0825 4.7703 -2.4368
H69 -3.5283 4.0883 -2.2962
C27 -0.8229 -4.1181 -1.5334
C28 0.5704 -4.4022 -0.9680
C29 0.7798 -4.2375 0.5404
O10 0.8309 -5.7830 -1.2613
H70 -0.8673 -4.4467 -2.5713
H71 -1.0789 -3.0537 -1.4905
H72 -1.6145 -4.6823 -1.0321
H73 1.3184 -3.8251 -1.5160
H74 0.0841 -4.8319 1.1382
H75 0.6821 -3.1917 0.8450
H76 1.7742 -4.5949 0.8088
H77 0.1536 -6.3032 -0.8141

Atoms 1-6, force components in eV/Å:
-0.66 0.00 -0.29
-0.26 0.22 -0.01
-0.25 -2.10 0.15
-0.33 0.76 -0.24
0.32 0.18 0.05
0.02 0.27 0.14